# 1
The following is a DFT calculation (wB97M-V/def2-TZVPD) of C44H43FN3O6S2TeTl as an isolated structure in a non-equilibrium geometry.

```
101
Properties=species:S:1:pos:R:3:forces:R:3
Tl 0.090369 0.533159 -1.426813 0.01 -0.14 0.03
Te -1.704500 2.953779 0.345253 -0.75 0.34 -0.06
S 1.131784 -2.090264 1.495746 -0.37 -0.24 -0.29
S -4.291706 1.661019 -1.162803 -0.73 -0.15 -0.32
F -0.996978 1.438793 4.774747 1.05 -1.11 -0.11
O 1.717891 -1.573182 -5.488307 -1.15 1.19 0.57
O -2.320049 5.019057 -1.777546 -0.26 -0.01 -0.74
O 3.824134 2.941328 -1.604781 1.88 1.51 -0.51
O 2.053829 1.689949 -2.030960 -0.05 -0.08 0.33
O 0.770838 2.850864 0.390231 0.74 -0.09 0.25
O -1.041662 3.222442 -1.541964 -0.25 -0.73 0.06
N -0.300994 -3.076832 4.745724 0.31 2.18 0.86
N 0.826674 -0.639506 5.748789 0.20 0.34 0.64
N 3.786930 0.738603 2.101666 0.05 0.20 -0.33
C -3.991371 -1.592097 -2.312008 -0.25 1.36 0.39
C -0.308819 -0.853637 -4.395755 -0.23 0.45 -1.46
C 1.157386 0.194163 4.655934 0.86 -1.48 0.67
C 2.606308 0.853488 2.763143 -1.03 -1.13 3.36
C -1.125249 -1.771466 4.837073 0.00 -0.44 -1.31
C 1.544817 1.604212 2.270985 0.22 -0.19 -1.74
C -0.799518 5.667544 -5.642740 0.03 -0.18 0.59
C 4.951136 0.193897 2.714746 0.69 -0.71 0.65
C 0.763260 -2.790041 -3.289905 0.62 0.19 1.86
C 5.027472 -1.288710 3.040657 -0.66 0.75 -2.84
C 2.844337 1.824725 0.212377 -0.20 0.44 -1.28
C 0.307904 1.637570 2.936070 0.85 1.32 -0.76
C -0.833981 -3.951026 0.648524 -0.74 0.01 0.07
C 2.413653 0.136448 4.034660 -1.14 1.65 -1.75
C -1.545287 4.229343 -2.262413 0.99 0.44 1.14
C -0.830767 4.380964 -3.560460 -1.03 1.77 -0.43
C 1.689512 2.175160 0.909937 -1.95 0.08 1.32
C 1.139962 4.406549 -4.897833 0.70 0.27 -1.83
C -0.026342 -5.871253 2.498515 1.04 1.21 0.01
C 2.936983 2.226362 -1.257472 -1.40 -1.61 0.03
C 0.482877 4.013712 -3.746798 0.36 -0.64 -0.08
C 5.793504 -0.685082 1.875145 0.60 -0.10 -0.03
C -1.443817 -0.018006 -4.632059 1.80 0.97 -0.83
C 0.711762 -4.687714 2.284230 0.95 -0.25 0.91
C -0.428073 -1.984300 -3.609014 -1.01 0.61 1.08
C -1.324031 1.256018 -5.535113 -0.12 -1.83 2.26
C -0.600021 -0.924543 5.971344 -0.67 -0.51 0.65
C -2.610715 -0.305213 -4.019195 -2.18 0.09 0.35
C 0.494297 5.222761 -5.880418 -0.20 -0.89 1.17
C -2.767915 -1.382940 -3.139769 0.59 0.83 -0.17
C -1.512936 -5.165245 0.750818 1.23 0.65 0.74
C 1.191320 -2.822588 4.829612 0.94 -1.20 -1.19
C 3.834722 1.176976 0.817719 0.36 0.17 0.42
C 1.594621 -1.914098 5.915782 0.65 2.55 -0.86
C 0.297139 -3.649176 1.434352 0.22 -0.07 0.13
C -1.430664 5.277411 -4.454594 0.58 -0.01 -0.41
C 0.948089 -0.654895 -5.188845 0.81 -2.39 -0.31
C -1.665644 -2.167502 -2.940511 0.80 -1.20 0.79
C -4.640352 3.955361 -0.194577 -1.20 1.59 0.50
C -5.808188 2.425412 -1.483810 0.60 0.72 0.90
C -3.722450 2.974052 -0.231891 0.64 -0.65 -0.40
C 0.169890 1.005588 4.107276 -1.64 1.85 0.06
C -5.865022 3.656310 -0.859416 0.08 -1.00 -0.63
C -1.096722 -6.120009 1.704283 -1.94 -0.42 -0.98
H 1.208792 0.290647 -5.598320 -0.14 1.41 -0.16
H 5.492351 -0.917153 0.873246 -0.46 -0.10 -0.20
H -3.781792 -1.513215 -1.231286 0.12 -0.27 -0.40
H 1.679552 -2.209341 -3.060888 -0.61 -0.11 -0.35
H 1.509018 -2.166869 6.950053 -0.30 -0.75 0.57
H -3.481868 0.335390 -4.218040 0.37 -0.16 0.17
H 0.908706 5.533220 -6.825210 0.69 -0.20 0.04
H 2.680847 -1.768430 5.704419 -0.79 0.21 0.58
H 0.205510 -6.543091 3.310331 0.41 -0.23 -0.08
H 1.002877 -3.484941 -4.020424 0.56 -1.01 -1.83
H -0.986171 -1.255625 3.864273 0.20 -0.40 0.43
H -6.765019 4.267468 -0.938885 0.48 0.06 0.20
H 4.729249 1.039826 0.273233 0.95 -0.31 -0.22
H 1.682838 -4.535149 2.812993 -0.95 -0.20 -0.33
H -1.469065 0.907644 -6.530974 0.68 0.14 -1.09
H -6.604994 1.978305 -2.037778 -0.11 -0.35 -0.26
H 5.505762 0.783247 3.459617 -0.62 0.31 -0.54
H -1.662108 -7.041100 1.852088 0.03 0.24 -0.14
H -1.311586 -0.067270 6.080471 1.24 -0.56 -0.01
H -1.254561 6.350358 -6.366380 -0.06 -0.25 0.43
H 1.681573 -3.778725 4.967776 -0.19 -0.47 0.10
H -1.790296 -2.905484 -2.121971 0.55 0.10 -0.80
H -4.445191 -2.524358 -2.534576 -0.45 -1.01 -0.05
H -0.363536 1.688104 -5.219943 -0.49 0.45 -0.97
H -0.458823 2.345237 2.587749 0.45 -0.60 0.30
H 0.982223 3.414715 -2.995701 0.16 -0.09 -0.12
H -2.324737 5.753955 -4.122255 -0.77 0.02 -0.10
H -4.480847 4.927300 0.276717 0.14 -0.37 -0.09
H -1.305818 -3.202267 0.008586 0.54 0.01 0.10
H -2.179332 1.879490 -5.317641 0.08 0.49 0.23
H 4.207458 -1.929795 2.725474 0.05 0.07 0.32
H 6.866302 -0.548312 1.917792 -0.01 -0.11 0.33
H 5.669257 -1.547470 3.800499 0.81 -0.72 2.00
H 3.228403 -0.446137 4.404230 0.03 -0.23 0.20
H 2.171834 4.027634 -5.101910 -0.96 0.53 0.37
H -0.614506 -3.730804 5.447648 0.07 -0.15 0.50
H 0.601583 -3.417969 -2.434602 -0.41 -0.13 0.84
H -0.686213 -1.518534 6.910466 0.19 0.46 -0.40
H -2.373928 -5.235737 0.119574 -0.43 -0.63 -0.10
H -2.196447 -2.023302 4.869311 0.44 -0.13 0.37
H -4.733343 -0.802958 -2.491636 0.14 -0.24 -0.17
H -0.466378 -3.518623 3.879136 -0.22 -0.77 -1.94
H 1.652807 -2.453592 3.825167 -1.70 -0.28 1.15
```
Forces are in eV/Å.

Results
net charge: 0
orbital gap: 6.6 eV
energy above the lowest of the compared OMol25 structures with the same formula, charge and spin: 89.21 kJ/mol

Here are the Mulliken charges for atoms 1 to 5, given in e: 0.9649, 0.9106, -0.0364, 0.2018, -0.4935

=====

# 2
The following is a DFT calculation (wB97M-V/def2-TZVPD) of a 5-piece molecular cluster, C44H44BBrF32IO13P3 overall in a non-equilibrium geometry.

```
139
Properties=species:S:1:pos:R:3:forces:R:3
I 1.407403 6.814095 6.456006 -0.07 0.02 -0.05
Br 4.695951 4.778411 -0.790724 0.08 0.12 0.00
P 0.319039 1.876981 6.443288 0.86 -0.94 1.05
P 3.430888 2.603067 -3.359993 -0.12 -1.38 -0.65
P 0.127659 5.025994 5.348526 -0.29 -0.53 0.13
F -0.393981 -1.227720 -10.388354 0.03 0.02 0.01
F -4.998780 0.061933 2.266284 -0.01 0.01 0.01
F -0.774172 -3.917655 -1.913167 -0.05 0.00 0.05
F -10.544122 -3.458963 -3.216282 0.02 -0.03 -0.13
F 1.668060 -1.183258 -12.195329 -0.03 -0.04 0.00
F -3.158385 -3.200333 5.230248 0.00 0.01 0.04
F -6.611405 0.856547 -0.680734 0.01 0.00 -0.02
F 1.025912 1.039171 -8.127525 -0.07 -0.06 0.12
F -1.098705 0.726742 -9.704697 0.01 -0.03 0.00
F 2.248311 -3.238282 -12.682137 0.00 0.01 -0.02
F -9.496761 -0.119260 -3.310591 0.00 -0.03 0.00
F 2.148949 -1.642130 -4.750082 0.05 -0.01 -0.13
F -6.399197 -1.308053 4.132502 0.04 0.05 -0.02
F 1.532731 0.819077 -10.243642 -0.04 -0.01 0.00
F -6.891100 -0.705221 -2.874351 -0.01 0.03 0.01
F -11.477996 -0.995277 -3.611759 0.03 0.01 0.00
F -3.388935 -1.995804 7.617316 -0.01 0.02 -0.02
F -8.635530 0.022141 -0.736013 0.02 0.01 -0.07
F 3.664088 -3.402720 -10.372739 0.02 -0.09 0.02
F -6.563002 -2.146983 2.135120 -0.12 -0.04 -0.02
F -1.643929 -3.398085 0.029703 -0.04 -0.02 0.02
F 0.551709 -1.925272 0.636213 0.01 0.06 0.08
F -0.544344 -1.204341 -1.094719 -0.02 -0.03 0.02
F 1.202788 -3.390135 -3.824151 -0.01 0.07 -0.03
F 1.535460 -3.085654 -10.079423 -0.02 0.03 -0.03
F -1.152332 -1.850148 -3.615932 0.04 -0.04 -0.07
F -10.266223 -2.129763 -1.499931 -0.02 0.01 -0.03
F -0.313100 -2.086948 -5.626768 -0.07 -0.01 -0.04
F -3.622883 -0.984185 3.616861 0.03 0.10 0.01
F -4.212587 -4.375259 6.746102 -0.10 -0.02 0.09
F -5.577155 -1.558111 -1.367217 0.08 0.02 -0.03
F -4.592162 -0.950214 6.121458 -0.01 -0.03 0.01
O 1.424319 -2.271773 -1.348343 -0.28 -0.33 -0.23
O -0.376037 5.800638 3.995031 0.26 0.47 -0.11
O 3.804732 3.878062 -4.236053 -0.04 0.32 0.33
O 3.004408 -1.412385 -9.736696 -0.24 0.30 -0.39
O 5.018851 0.431597 3.759357 0.27 -0.43 0.29
O -5.320610 -3.207789 3.601046 0.42 0.19 0.06
O 3.336671 6.814069 3.558563 -0.15 0.03 0.19
O 4.989202 4.833125 2.270371 0.05 0.66 -0.06
O 5.048896 -0.348806 -1.461225 0.04 0.11 0.01
O -7.573937 -2.432114 -1.601093 -0.37 0.27 0.20
O 2.884222 1.483894 -4.153767 0.02 0.20 0.15
O 6.251512 -2.126201 2.895430 1.23 0.00 0.40
O 2.388380 3.045458 -2.231150 0.17 0.53 0.06
C 4.371148 1.239739 3.146202 -0.13 0.22 -0.04
C 4.711778 -1.079058 1.282431 0.96 0.52 0.07
C 4.726092 0.354845 0.817392 -0.09 0.19 0.05
C 4.882525 0.651788 -0.541169 0.04 0.20 0.05
C 4.040121 -1.136468 6.681864 -0.23 0.18 0.25
C 3.349929 2.136566 3.752715 -0.37 0.34 0.32
C -0.370283 3.029541 7.684046 -0.29 0.32 -0.40
C -6.868826 -1.264457 -1.651375 0.11 -0.17 -0.13
C -9.819688 -2.402792 -2.742478 0.05 0.09 0.38
C -4.485359 -2.091795 6.832262 0.00 0.00 0.15
C 2.150351 -0.895607 -8.735219 0.28 -0.17 0.67
C 2.597740 -2.134091 -11.984497 0.03 0.00 -0.10
C 2.443556 1.705378 4.724067 0.08 -0.07 -0.08
C -5.464633 -3.633277 4.941400 -0.42 -0.41 0.04
C 2.513620 0.280831 5.223525 -0.21 0.17 0.22
C 0.251262 -2.197474 -0.657173 0.19 0.19 0.03
C -1.034958 1.067751 5.508278 -0.10 0.07 -0.33
C 4.558007 2.751859 1.226305 0.01 -0.09 -0.31
C 1.663538 -1.478709 -2.499109 0.38 0.48 0.18
C -0.113797 -1.519864 -4.409552 -0.05 0.15 -0.15
C -4.542056 -1.153095 2.649070 0.12 0.03 -0.15
C 3.242725 0.160893 6.573734 0.14 -0.21 -0.19
C -10.149784 -1.238660 -3.680105 -0.10 -0.01 -0.11
C 6.357306 -3.125570 1.654792 2.28 1.71 -0.25
C -4.318826 -3.302694 5.909625 0.21 0.06 -0.33
C 4.983750 2.177389 -2.531057 -0.16 0.35 0.61
C -0.484730 -3.541144 -0.653823 -0.01 -0.09 0.00
C -8.363132 -2.883870 -2.681614 0.28 -0.49 -0.27
C 1.469299 3.949114 4.703606 0.37 -0.27 0.16
C -0.330763 -0.339230 -9.377075 -0.13 0.06 0.10
C -5.718791 -1.974159 3.183450 -0.18 -0.14 0.06
C 1.209330 -2.038680 -3.850024 -0.01 -0.21 0.21
C 6.106045 -1.530888 1.735438 -2.18 -0.78 -0.27
C 4.860015 1.964230 -1.043157 -0.21 -0.27 0.13
C 1.476960 2.622957 5.210199 -0.29 0.63 -0.62
C 4.567033 1.433672 1.685989 -0.10 0.18 -0.64
C 2.668163 -2.494104 -10.496220 0.08 -0.09 0.22
C 2.419417 4.393018 3.755599 0.31 0.13 0.07
C 4.707006 3.013561 -0.135784 0.14 -0.41 0.22
C 3.345791 3.461090 3.292390 -0.44 -0.27 0.30
C -7.333500 -0.282509 -0.572294 -0.01 0.12 0.19
C 1.104256 0.144379 -9.156037 0.25 0.06 -0.34
C 4.360560 3.811647 2.261847 -0.08 -0.44 -0.15
C 1.601614 6.129104 1.812885 0.04 -0.40 0.01
B 2.479872 5.855302 3.089029 -0.21 -0.06 -0.11
H 4.207200 -1.371825 7.730261 0.23 -0.03 0.10
H 0.131273 -4.305524 -0.176707 -0.01 0.01 0.01
H -0.742668 2.428686 8.509762 0.03 -0.23 0.01
H 2.744952 -1.432162 -2.572881 0.14 -0.01 0.01
H -0.742002 5.183352 3.351177 -0.02 -0.03 -0.05
H 1.075008 7.076556 1.897518 0.07 0.19 -0.08
H 4.091029 -1.224771 2.156839 -0.39 -0.11 -0.08
H 2.242200 6.147620 0.928908 0.13 0.20 -0.07
H 1.706438 -1.687079 -8.130143 -0.18 -0.02 -0.14
H -2.027189 1.322095 5.872030 -0.05 0.21 0.06
H 0.450115 3.627199 8.075103 0.10 0.11 0.02
H 5.289543 1.249209 -2.995398 0.11 -0.07 -0.18
H 1.327744 -0.450817 -2.362019 -0.15 -0.04 -0.09
H -4.083780 -1.653917 1.793944 -0.02 -0.03 0.00
H 5.485655 -1.097076 -1.042903 -0.08 -0.13 -0.04
H 7.345058 -2.899322 1.157633 0.31 -0.18 0.60
H 1.505054 3.112177 -2.614721 -0.13 -0.17 0.13
H -0.914961 -0.004210 5.637537 -0.03 -0.14 0.05
H 6.953086 -0.910406 1.430591 0.01 -0.08 -0.36
H 2.824639 -0.355252 -8.072905 0.00 0.06 -0.02
H -0.079631 -0.434524 -4.533560 0.03 0.00 0.03
H -5.459299 -4.719456 4.873728 0.05 -0.01 -0.02
H -0.989802 1.252606 4.437711 -0.06 0.20 -0.10
H 3.901408 1.020515 6.687345 0.13 0.03 0.10
H -7.186027 -0.716530 0.416154 0.02 0.00 0.00
H 1.504405 -0.110843 5.324516 -0.08 -0.13 0.01
H 0.868593 5.344214 1.639153 -0.10 -0.09 -0.06
H -9.891103 -1.489508 -4.712339 0.03 0.01 0.01
H -7.857607 -2.751826 -3.638576 -0.08 0.20 -0.02
H -1.157073 3.688338 7.338351 -0.12 0.12 0.04
H 3.569026 -1.774693 -12.329032 0.01 -0.01 0.01
H 5.723977 2.952862 -2.706007 0.02 0.11 -0.23
H 4.993975 -1.053283 6.172219 0.09 -0.14 -0.14
H -8.438932 -3.957566 -2.519800 -0.03 -0.01 0.04
H 6.806563 -3.927660 2.234212 -1.56 -1.02 -0.11
H -5.365734 -2.209207 7.469528 -0.01 0.02 -0.02
H 3.053147 4.460262 -4.392996 0.06 0.10 -0.17
H -0.728444 -0.792745 -8.464967 0.01 -0.03 -0.02
H 3.019211 -0.347964 4.502710 0.07 -0.03 -0.17
H 2.518181 0.205116 7.379195 -0.15 0.15 0.05
H 2.957643 7.436456 4.184996 0.11 0.11 0.03
H 4.426289 -1.731267 0.470124 -0.48 -0.13 0.02
H -6.433691 -3.355268 5.356116 0.07 0.20 0.06
H 3.474080 -1.971182 6.272377 0.00 -0.10 -0.15
```
Forces are in eV/Å.

Results
SMILES string: CCCc1c2c(c(B(C)O)c(P(O)I)c1P(C)C)C(=O)c1c(Br)c(CP(=O)(O)O)c(O)c(C[C@@H]3CO3)c1C2=O.FC(F)C(F)(F)COC(F)(F)C(F)F.FC(F)C(F)(F)COC(F)(F)C(F)F.FC(F)C(F)(F)COC(F)(F)C(F)F.FC(F)C(F)(F)COC(F)(F)C(F)F
net charge: 0
orbital gap: 6.8 eV

Here are the Mulliken charges for atoms 1 to 5, given in e: -0.1798, -0.1086, 0.5242, 0.9195, 0.0652

=====

| no. | HOMO (eV) |
| --- | --- |
| 1 | -7.06 |
| 2 | -7.87 |